Record 1
83
Properties=species:S:1:pos:R:3:mulliken_charge:R:1 method="wB97M-V/def2-TZVPD" orbital_gap_ev=7.4 lumo_ev=-1.7 e_tot_ha=-2990.324232 fmax_ev_per_a=2.62
C -1.01855 -1.12253 2.10966 -1.51
C -0.23334 0.14602 2.01233 0.66
O 0.57257 0.44208 2.84323 -0.55
O -0.52176 0.94893 0.95956 0.53
C 0.63073 1.44129 0.26225 -1.00
C 0.23191 2.52507 -0.71055 -0.89
C -0.77315 1.98399 -1.75519 -0.72
C -1.92939 2.94246 -2.12061 -1.28
C -3.32098 2.25052 -2.10577 -1.14
C -4.47017 2.97275 -1.39430 0.58
S -5.97130 2.46061 -2.50409 -0.27
O -4.51635 4.38396 -1.40636 -0.44
C -5.58403 4.71921 -0.61499 0.46
O -6.01159 5.80129 -0.48727 -0.54
O -6.07160 3.63349 0.02512 -0.50
C -4.99581 2.62821 0.00408 2.02
C -4.20486 3.01397 1.28751 -2.16
C -2.94197 3.87402 1.15945 1.52
C -2.30579 3.97560 2.54186 -0.35
C -1.02772 3.50696 2.82334 0.32
C -0.50448 3.58544 4.11314 -0.84
C -1.26938 4.13023 5.13803 -0.37
C -2.54560 4.62794 4.87683 -0.81
C -3.05078 4.54070 3.58523 -0.62
C -5.67879 1.27377 0.19988 -2.03
O -5.00075 0.23413 -0.51161 -0.18
C -4.92408 -0.93207 0.14947 0.89
F -4.43577 -1.84712 -0.68363 -0.27
F -4.10478 -0.86964 1.20738 -0.22
F -6.11611 -1.35105 0.58386 -0.28
H -1.46747 -1.42057 1.17127 0.31
H -1.83282 -0.95548 2.81405 0.37
H -0.40314 -1.90361 2.52854 0.37
H 1.31872 1.87774 0.98847 0.38
H 1.18849 0.64821 -0.23261 0.46
H -0.14185 3.40295 -0.19460 0.61
H 1.15490 2.76480 -1.23377 0.48
H -0.21099 1.76299 -2.65824 0.55
H -1.15291 1.03084 -1.39340 0.21
H -1.89505 3.86099 -1.54393 0.82
H -1.73387 3.23985 -3.14732 0.60
H -3.19949 1.23629 -1.75064 0.42
H -3.61777 2.17166 -3.13954 0.72
H -5.82010 3.33064 -3.51232 0.24
H -4.91069 3.58725 1.87696 0.45
H -3.94687 2.15159 1.89824 0.62
H -2.21175 3.40537 0.50987 -0.87
H -3.16447 4.89565 0.86509 0.43
H -0.42204 3.06074 2.05357 0.21
H 0.47838 3.19871 4.32917 0.42
H -0.89004 4.18584 6.14802 0.38
H -3.13599 5.04602 5.67563 0.40
H -4.04448 4.92657 3.40058 0.41
H -5.63972 1.04520 1.26052 0.62
H -6.72872 1.35703 -0.06592 0.48
C 2.72143 -3.82106 -1.15987 -0.96
C 1.65249 -3.30064 -0.54777 0.09
C 0.68865 -4.15755 0.22364 1.05
O -0.24751 -3.59986 0.76852 -0.47
C 0.92337 -5.59064 0.27484 -1.07
C 1.99274 -6.11231 -0.34254 0.34
C 2.97017 -5.25035 -1.09254 1.15
O 3.92668 -5.78416 -1.62163 -0.62
O 2.26850 -7.41023 -0.34137 -0.58
O 1.35663 -2.00376 -0.56669 -0.48
H 3.42625 -3.21987 -1.71678 0.46
H 0.21412 -6.19790 0.81901 0.45
H 3.09160 -7.51332 -0.85638 0.35
H 0.53462 -1.91389 -0.04652 0.20
C 9.39840 -3.25147 -3.00712 -0.97
C 8.32797 -2.73323 -2.39067 0.40
C 7.36608 -3.59359 -1.62033 1.06
O 6.42634 -3.05524 -1.06352 -0.63
C 7.60243 -5.02399 -1.57444 -1.04
C 8.66981 -5.54647 -2.19113 0.43
C 9.64836 -4.68327 -2.94060 0.97
O 10.60347 -5.22790 -3.46074 -0.62
O 8.94536 -6.84495 -2.19213 -0.57
O 8.03737 -1.43710 -2.40733 -0.57
H 10.09911 -2.64371 -3.56164 0.42
H 6.89006 -5.62760 -1.03001 0.40
H 9.76894 -6.94567 -2.70700 0.36
H 7.22001 -1.33778 -1.88284 0.36

***

Record 2
103
Properties=species:S:1:pos:R:3:mulliken_charge:R:1 method="wB97M-V/def2-TZVPD" orbital_gap_ev=1.1 lumo_ev=-5.3 e_tot_ha=-7423.119413 fmax_ev_per_a=5.04
C 2.60089 2.55903 -3.37761 -1.02
C 2.36691 1.42785 -3.00828 -0.49
C 1.86975 -0.04254 -2.94959 1.19
N 0.54612 -0.29237 -3.36105 0.37
C -0.03721 -1.54924 -3.41056 -0.68
C 0.73461 -2.79854 -3.01144 0.76
C -0.04278 -4.19437 -3.12977 -0.93
B 0.57188 -5.22981 -4.21507 0.32
O 1.87619 -5.13436 -4.77051 -0.33
O -0.23253 -6.30725 -4.70976 -0.51
C 2.18344 -2.64051 -2.55805 1.17
C 3.07483 -3.90293 -2.11682 -0.23
O 4.05658 -4.19055 -2.71000 -0.35
O 2.63241 -4.70762 -1.01311 -0.18
N 2.31975 -3.88198 0.07248 -0.19
C 2.56248 -4.78859 1.24114 -0.29
C 4.14457 -4.69641 1.54956 -0.79
C 2.73256 -1.18076 -2.54301 0.18
C 4.25095 -1.01768 -2.10453 -1.00
C 5.14492 -1.27567 -3.42965 -0.14
O 4.59707 -1.34547 -4.57519 -0.49
H 2.56214 3.58097 -3.94262 0.49
H -0.02028 0.52715 -3.67240 0.10
H -1.09613 -1.64330 -3.76956 0.34
H -0.19029 -4.70224 -2.13268 0.27
H -1.08409 -3.92808 -3.51409 0.31
H 2.48084 -5.74640 -4.31477 0.29
H -0.37471 -6.07148 -5.65116 0.31
H 1.31686 -3.63561 0.10076 0.18
H 2.25515 -5.84598 0.95670 0.42
H 1.99015 -4.45120 2.14908 0.19
H 4.65689 -4.74769 0.54695 0.30
H 4.42349 -5.57168 2.20508 0.34
H 4.35950 -3.68535 2.00948 0.01
H 4.47706 0.05726 -1.79390 0.40
H 4.50802 -1.75534 -1.27565 0.22
H 6.26189 -1.42515 -3.40338 0.41
O 2.51485 -2.48453 3.07292 -0.24
H 2.10056 -1.66041 2.77570 0.13
H 1.85170 -2.87443 3.67405 0.47
C 0.18795 1.66080 3.76528 -0.41
C -1.21869 1.25139 4.06475 0.28
O -1.36262 0.04717 3.33043 -0.15
C -0.11911 -0.48997 3.27658 0.58
O 0.11320 -1.61505 2.98351 -0.64
O 0.83841 0.40554 3.60837 -0.34
F -2.10240 2.15657 3.58686 -0.28
H 0.27238 2.22892 2.84240 0.28
H 0.63527 2.23753 4.57385 0.29
H -1.41897 1.06261 5.12294 0.26
C 0.34773 5.72026 -0.28074 0.23
O 0.01754 4.65937 0.19329 -0.61
N 1.51154 5.95254 -0.93621 0.14
C 1.83809 7.25540 -1.47964 -0.93
C 2.46246 4.86400 -1.10093 -0.79
H -0.29698 6.60762 -0.21241 0.23
H 1.98217 7.16735 -2.56006 0.30
H 2.76147 7.61489 -1.01803 0.35
H 1.03955 7.97051 -1.28402 0.30
H 1.98106 4.05305 -1.64917 -0.01
H 2.76251 4.49271 -0.11798 0.33
H 3.34192 5.20811 -1.64729 0.39
C -4.11466 -0.84988 2.97560 -0.93
C -3.99092 -0.08024 1.67007 0.01
O -4.70360 -0.66030 0.58475 -0.35
C -6.12096 -0.44444 0.48753 0.25
O -6.41974 0.82661 0.56803 -0.56
C -6.96238 -1.33824 1.47196 0.71
F -6.40671 -2.56033 1.60105 -0.24
F -8.20247 -1.55120 0.99157 -0.28
F -7.10347 -0.84577 2.70820 -0.25
H -4.07351 -1.92769 2.80687 0.26
H -3.31128 -0.56592 3.65749 0.28
H -5.05129 -0.62296 3.48078 0.31
H -2.94026 -0.11716 1.37001 0.11
H -4.22667 0.97935 1.80306 0.24
H -6.33106 -0.93902 -0.48154 0.22
C -3.92188 5.54489 -1.21737 -0.86
C -3.45358 6.73780 -0.31763 -0.04
O -2.38150 7.24234 -0.87859 -0.41
H -3.16153 4.76816 -1.28639 0.27
H -4.81936 5.09250 -0.78289 0.34
H -4.17330 5.87320 -2.22717 0.33
H -3.36138 6.31339 0.69869 0.21
H -4.34211 7.38681 -0.21102 0.30
Al 4.53040 -3.11141 4.11432 0.73
F -3.28691 1.08363 -4.75868 -0.36
P -2.63485 2.28660 -3.87832 0.93
F -4.03776 2.92164 -4.39550 -0.34
F -1.91698 3.61201 -4.50080 -0.36
F -1.18580 1.73059 -4.40643 -0.49
F -2.48354 1.18992 -2.67868 -0.30
F -2.85304 3.16257 -2.52385 -0.24
C 1.47462 -3.13858 7.97530 0.46
F 0.88745 -4.33918 7.79591 -0.23
F 1.30568 -2.83058 9.27280 -0.20
F 2.80527 -3.34245 7.80677 -0.24
S 0.80251 -1.83666 6.83752 1.23
O -0.60710 -1.74724 7.14257 -0.68
O 1.07142 -2.33084 5.48689 -0.71
O 1.53782 -0.62940 7.16001 -0.70
Na 3.46843 3.03462 -5.28271 0.97
Br 3.93437 -3.24697 -5.45454 -0.45

***

Record 3
24
Properties=species:S:1:pos:R:3:mulliken_charge:R:1 method="wB97M-V/def2-TZVPD" orbital_gap_ev=8.3 lumo_ev=-8.2 charge=+2 e_tot_ha=-5932.375165 fmax_ev_per_a=0.63
Sn -0.86225 -0.74473 -0.17945 0.91
O -0.27218 3.05477 5.03930 -0.45
C -0.56566 2.40089 3.92642 0.95
C -1.82755 2.40645 3.32277 -0.55
C -2.00854 1.68958 2.16694 -0.57
N -1.01598 0.98015 1.59073 -0.44
C 0.15097 1.00947 2.19987 0.74
Br 1.46278 -0.03990 1.28388 -0.14
C 0.48104 1.66789 3.34570 -0.53
H -1.03070 3.54457 5.38504 0.33
H -2.65303 2.96332 3.74666 0.36
H -2.97125 1.67331 1.67272 0.41
H 1.46522 1.64878 3.79072 0.46
Br 0.57771 -3.34719 -0.42484 -0.10
C 0.72245 -2.53112 -2.13181 0.85
C 1.30483 -3.19820 -3.17958 -0.68
C 1.37144 -2.50847 -4.38544 -0.12
C 0.86284 -1.22066 -4.48364 -0.72
C 0.29313 -0.64528 -3.36824 -0.07
N 0.22505 -1.30257 -2.19526 -0.31
H 1.68828 -4.20146 -3.06623 0.42
H 1.82216 -2.98482 -5.24671 0.43
H 0.90430 -0.66698 -5.41125 0.41
H -0.12507 0.35221 -3.39831 0.40

***

Record 4
13
Properties=species:S:1:pos:R:3:mulliken_charge:R:1 method="wB97M-V/def2-TZVPD" orbital_gap_ev=10.0 lumo_ev=0.0 e_tot_ha=-435.625130 relative_energy_ev=8.038 fmax_ev_per_a=7.91
C 0.88151 -0.10013 -1.04855 -0.38
C 0.82214 -0.26619 0.33192 0.41
C -0.65988 -0.59973 0.77162 0.04
C -1.11860 -0.15615 2.18045 -0.06
H -0.48381 1.56172 -3.29336 0.41
H 2.03060 0.42644 -1.27250 0.20
H 1.47845 0.54588 0.89538 0.28
H -1.36487 -1.08637 -0.16048 0.28
H -0.50625 -0.67053 2.91614 0.36
N -0.02243 0.39892 -1.81954 -0.19
O 0.42896 0.86436 -3.00651 -0.40
O 0.60946 -1.56680 1.14153 -0.45
O -2.09528 0.64857 2.36391 -0.50

***

Record 5
9
Properties=species:S:1:pos:R:3:mulliken_charge:R:1 method="wB97M-V/def2-TZVPD" orbital_gap_ev=7.7 lumo_ev=-0.6 e_tot_ha=-557.794174 relative_energy_ev=2.409 fmax_ev_per_a=3.01
C -0.71350 1.01297 -0.66769 -0.30
C 0.44615 0.24572 -0.71788 0.10
C 1.68184 0.02696 -1.14070 -0.55
F -1.85018 -1.72265 3.10655 -0.40
P -1.11345 -0.38552 0.16394 -0.09
H -1.09274 1.85366 -1.24543 0.35
H 2.04472 -0.84993 -0.63904 0.26
H 1.96192 0.68076 -2.00283 0.25
H -1.36475 -0.86197 3.14309 0.40